Entry from the OMol25 dataset: a molecular structure, C20H17N4O4RbS (ωB97M-V with the def2-TZVPD basis set).

Net charge: 0
Energy relative to the best compared isomer or geometry (same formula, charge and spin) in kJ/mol: 44.0
E_HOMO in eV: -8.14
HOMO-LUMO gap in eV: 6.71

Geometry as XYZ:
```
47
Properties=species:S:1:pos:R:3:nbo_charge:R:1
Rb -0.4893 0.3087 1.2718 0.93
O -1.8808 -1.7032 5.0155 -0.69
C -1.7355 -1.3083 3.8579 0.75
O -1.1823 -0.2601 3.4312 -0.86
C -2.3356 -2.2395 2.7619 0.10
C -3.0674 -3.3526 3.1671 -0.22
C -3.6160 -4.1837 2.2085 -0.17
C -3.4133 -3.8826 0.8677 -0.27
C -2.6683 -2.7607 0.5562 0.02
N -2.1381 -1.9487 1.4734 -0.48
H -3.1782 -3.5287 4.2270 0.25
H -4.1912 -5.0544 2.4980 0.21
H -3.8220 -4.5054 0.0832 0.22
H -2.4796 -2.4928 -0.4797 0.18
O 5.7997 0.6574 -4.3706 -0.37
N 5.6067 0.2053 -3.2582 0.53
O 6.4556 -0.3733 -2.6074 -0.37
C 4.2381 0.2582 -2.7397 0.05
C 3.2601 0.3313 -3.6733 -0.13
C 1.8891 0.3312 -3.3076 -0.11
C 0.8612 0.3438 -4.2678 -0.11
C -0.4418 0.3306 -3.8488 -0.25
C -0.6988 0.3083 -2.4708 0.07
N 0.2424 0.2930 -1.5521 -0.43
C 1.5267 0.3017 -1.9485 0.17
C 2.5733 0.2774 -0.9427 0.24
N 2.1865 0.3035 0.3438 -0.45
C 3.0989 0.2812 1.2887 0.07
C 4.4687 0.2362 1.0187 -0.24
C 4.8875 0.2147 -0.2865 -0.13
C 3.9355 0.2313 -1.3276 -0.11
H 3.5330 0.3710 -4.7186 0.25
H 1.1152 0.3598 -5.3206 0.22
H -1.2598 0.3346 -4.5554 0.23
H -1.7224 0.3069 -2.1085 0.20
H 2.7376 0.3050 2.3123 0.21
H 5.1857 0.2227 1.8275 0.23
H 5.9374 0.1787 -0.5171 0.25
C -3.3573 4.3720 0.8469 -0.73
S -2.4756 2.8089 1.0833 0.14
C -3.1180 2.3444 2.7072 -0.75
H -4.4301 4.1910 0.8254 0.22
H -3.0341 4.7905 -0.1033 0.23
H -3.1046 5.0554 1.6552 0.22
H -2.9668 3.1684 3.4022 0.22
H -2.5567 1.4724 3.0454 0.27
H -4.1754 2.0984 2.6289 0.21
```